3 unconnected molecules or ions with the total composition C3H7N2S in a non-equilibrium geometry. Source: OMol25; level of theory: wB97M-V/def2-TZVPD.

The geometry in XYZ format:
```
13
Properties=species:S:1:pos:R:3
C 1.362 1.339 0.175
C 0.377 -0.276 -1.239
C -1.996 -1.139 0.239
N 1.960 0.242 0.587
N 0.429 1.014 -0.739
S 1.400 -1.136 -0.193
H 1.565 2.318 0.605
H -1.107 -0.609 -1.071
H -1.369 -1.765 0.871
H -2.840 -1.586 -0.188
H -2.318 -0.226 0.659
H 2.864 0.208 1.234
H -0.327 1.616 -0.940
```

Its net charge is +1. Its total energy is -17028.256 eV. The spin multiplicity is 1. The calculation puts the HOMO-LUMO gap (alpha / beta) at 7.2 / 7.2 eV. The value obtained for the molar mass is 103.2 Da.

Atom charges from the natural (NBO) analysis, given in e for atoms 1 to 5: 0.33 -0.17 -0.67 -0.67 -0.53

A molecular structure, C23H53MnNO4P3 in a non-equilibrium geometry. Source: OMol25; level of theory: wB97M-V/def2-TZVPD.

The geometry in XYZ format:
```
85
Properties=species:S:1:pos:R:3
Mn 0.487 -0.167 -0.698
P 0.399 -2.315 -1.503
P 0.360 2.176 -1.233
N 0.428 0.007 -3.508
C 0.501 -2.412 -3.343
H 1.048 -3.317 -3.646
H -0.536 -2.494 -3.703
C 1.163 -1.189 -3.960
H 2.222 -1.114 -3.674
H 1.102 -1.249 -5.060
C 1.155 1.263 -3.777
H 1.167 1.446 -4.869
H 2.201 1.183 -3.432
C 0.423 2.397 -3.066
H -0.618 2.420 -3.420
H 0.900 3.352 -3.327
C 1.882 3.142 -0.725
C 2.198 3.012 0.770
H 3.288 3.086 0.905
H 1.875 2.058 1.211
H 1.744 3.827 1.355
C -1.117 3.148 -0.651
C -0.978 3.625 0.802
H -1.984 3.732 1.228
H -0.491 4.610 0.863
H -0.438 2.916 1.441
C -1.133 -3.239 -1.029
C -1.106 -3.691 0.431
H -2.095 -4.084 0.703
H -0.890 -2.872 1.130
H -0.388 -4.507 0.598
C 1.906 -3.321 -1.042
C 2.244 -3.182 0.444
H 3.149 -3.767 0.658
H 1.440 -3.565 1.088
H 2.447 -2.140 0.718
C 2.277 -0.069 -0.701
O 3.449 0.063 -0.755
C -1.517 4.297 -1.575
H -0.742 5.070 -1.633
H -1.750 3.959 -2.588
H -2.418 4.772 -1.173
C -1.488 -4.397 -1.966
H -2.382 -4.904 -1.580
H -1.723 -4.056 -2.979
H -0.692 -5.148 -2.027
C 1.852 -4.790 -1.472
H 2.827 -5.245 -1.247
H 1.096 -5.362 -0.919
H 1.684 -4.913 -2.549
C 1.868 4.610 -1.159
H 1.154 5.208 -0.576
H 2.868 5.027 -0.975
H 1.659 4.742 -2.226
H 2.681 2.623 -1.283
H 2.711 -2.830 -1.619
H -1.916 2.385 -0.677
H -1.916 -2.467 -1.133
H -0.398 0.042 -4.090
H 0.236 -0.724 0.822
C -4.204 -0.398 1.830
C -3.231 -0.063 0.742
O -2.080 0.755 1.317
P -0.768 0.021 1.826
O -1.265 -1.113 2.819
C -1.742 -0.904 4.288
C -2.326 0.453 4.522
O 0.132 1.002 2.721
C 1.304 0.323 3.397
C 2.002 1.354 4.240
H -3.751 -1.072 2.562
H -5.050 -0.925 1.377
H -4.586 0.494 2.335
H -2.806 -0.978 0.296
H -3.665 0.567 -0.041
H -2.464 -1.712 4.417
H -0.856 -1.090 4.904
H -1.588 1.252 4.390
H -3.184 0.627 3.866
H -2.671 0.509 5.559
H 0.902 -0.498 4.007
H 1.958 -0.084 2.608
H 1.316 1.799 4.972
H 2.801 0.858 4.802
H 2.449 2.157 3.639
```

Its net charge is +1. Its total energy is -93569.658 eV. The spin multiplicity is 6. The calculation puts the HOMO-LUMO gap (alpha / beta) at 5.3 / 6.9 eV. The value obtained for the molar mass is 555.5 Da. As for the expectation value of S²: 8.846.

Atom charges from the Löwdin analysis, given in e for atoms 1 to 5: 0.16 0.97 1.01 -0.13 -0.30

2 unconnected molecules or ions with the total composition C4H10S in a non-equilibrium geometry. Source: OMol25; level of theory: wB97M-V/def2-TZVPD.

The geometry in XYZ format:
```
15
Properties=species:S:1:pos:R:3
C 0.731 0.229 -2.250
C 1.212 0.773 -1.148
C 2.178 0.064 -0.219
H 0.082 0.802 -2.900
H 1.055 -0.748 -2.592
H 1.053 1.799 -0.838
H 3.012 0.710 0.032
H 2.531 -0.855 -0.672
H 1.672 -0.220 0.702
C -2.214 -0.411 1.154
S -1.662 -0.190 2.866
H -3.217 -0.821 1.069
H -1.523 -0.961 0.530
H -2.235 0.602 0.752
H -2.676 -0.774 3.515
```

Its total energy is -15144.322 eV. The spin multiplicity is 1. The calculation puts the HOMO-LUMO gap at 10.0 eV. The value obtained for the molar mass is 90.2 Da.

Atom charges from the natural (NBO) analysis, given in e for atoms 1 to 5: -0.42 -0.16 -0.65 0.20 0.19

4 unconnected molecules or ions with the total composition C17H44FN3O14P3S in a non-equilibrium geometry. Source: OMol25; level of theory: wB97M-V/def2-TZVPD.

The geometry in XYZ format:
```
83
Properties=species:S:1:pos:R:3
C -1.251 -2.758 2.232
C -0.913 -1.611 3.227
C -2.240 -1.047 3.778
C 0.095 -0.578 2.707
N -0.327 0.335 1.625
C -0.530 -0.202 0.411
N 0.375 -1.133 -0.021
N -1.547 0.068 -0.450
C -2.131 1.415 -0.303
C -2.444 1.596 1.174
C -1.178 1.449 2.019
S -0.126 2.975 1.957
O 1.232 2.604 2.148
O -0.591 3.885 2.941
F -0.259 3.642 0.520
H -1.891 -2.334 1.434
H -0.342 -3.209 1.821
H -1.880 -3.487 2.757
H -0.425 -2.112 4.080
H -2.064 -0.238 4.505
H -2.777 -1.822 4.340
H -2.890 -0.695 2.965
H 0.412 0.036 3.564
H 1.007 -1.100 2.398
H 1.319 -0.880 -0.287
H 0.048 -2.086 -0.071
H -1.124 -0.032 -1.372
H -1.542 2.219 -0.758
H -3.099 1.417 -0.828
H -3.092 0.754 1.463
H -3.007 2.512 1.380
H -1.520 1.425 3.060
C -6.484 0.092 -5.218
O -6.055 1.045 -4.234
P -7.253 1.707 -3.248
O -8.031 2.320 -4.389
O -6.153 2.735 -2.616
C -5.377 3.549 -3.489
O -8.323 2.159 -2.043
C -8.967 3.421 -2.178
H -5.640 -0.554 -5.458
H -7.305 -0.519 -4.849
H -6.794 0.617 -6.119
H -5.915 3.782 -4.409
H -4.440 3.046 -3.731
H -5.147 4.481 -2.974
H -9.819 3.338 -2.849
H -8.278 4.185 -2.538
H -9.325 3.705 -1.188
C 4.737 -0.192 2.798
O 5.481 -1.410 2.910
P 4.600 -2.836 3.112
O 3.961 -2.351 4.400
O 5.962 -3.676 3.341
C 6.907 -3.229 4.315
O 3.702 -4.252 3.039
C 3.411 -4.908 4.267
H 5.342 0.530 2.253
H 3.800 -0.344 2.263
H 4.530 0.199 3.793
H 6.417 -2.703 5.136
H 7.645 -2.579 3.848
H 7.415 -4.107 4.709
H 2.556 -4.438 4.752
H 4.270 -4.903 4.935
H 3.154 -5.940 4.026
C 4.566 -2.045 -4.590
O 5.013 -1.005 -3.705
P 3.841 -0.018 -3.037
O 3.252 0.531 -4.306
O 4.961 0.948 -2.391
C 5.914 1.584 -3.247
O 2.703 0.522 -1.934
C 2.116 1.797 -2.161
H 5.313 -2.836 -4.590
H 3.612 -2.458 -4.269
H 4.472 -1.646 -5.598
H 5.500 1.772 -4.238
H 6.808 0.967 -3.331
H 6.187 2.533 -2.791
H 1.308 1.715 -2.889
H 2.853 2.521 -2.502
H 1.700 2.138 -1.209
```

Its net charge is +1. Its total energy is -92886.196 eV. The spin multiplicity is 1. The calculation puts the HOMO-LUMO gap at 7.4 eV. The value obtained for the molar mass is 658.5 Da.

Atom charges from the Löwdin analysis, given in e for atoms 1 to 5: -0.06 -0.37 -0.06 -0.10 0.03

A gas-phase ion, C7H12NO5P (charge -2) in a non-equilibrium geometry. Source: OMol25; level of theory: wB97M-V/def2-TZVPD.

The geometry in XYZ format:
```
26
Properties=species:S:1:pos:R:3
C 0.867 1.449 -3.351
C 0.865 0.831 -1.927
O 0.763 -0.570 -2.069
C 1.053 -1.170 -0.724
C 0.304 -0.640 0.473
O -0.886 -1.537 0.641
C -2.057 -0.797 0.859
C -2.450 -0.846 2.365
P 1.319 -0.533 1.923
O 0.624 -0.677 3.241
O 2.836 -0.745 1.792
O 1.271 1.358 1.678
C 0.400 1.728 0.955
N -0.412 2.320 0.374
H 1.532 0.882 -4.016
H -0.048 1.334 -3.847
H 1.383 2.433 -3.344
H 0.175 1.364 -1.252
H 1.898 0.916 -1.344
H 2.074 -1.103 -0.528
H 0.745 -2.270 -0.932
H -2.018 0.232 0.549
H -2.871 -1.282 0.283
H -2.183 -1.934 2.612
H -1.775 -0.216 3.071
H -3.410 -0.526 2.518
```

Its net charge is -2. Its total energy is -28468.002 eV. The spin multiplicity is 1. The calculation puts the HOMO-LUMO gap at 5.5 eV. The value obtained for the molar mass is 221.1 Da.

Atom charges from the natural (NBO) analysis, given in e for atoms 1 to 5: -0.63 -0.10 -0.61 -0.13 -0.55